Record 1
DFT (ωB97M-V with the def2-TZVPD basis set) results for a molecular structure, C18H14N5O3Rh at a distorted geometry.

```
41
Properties=species:S:1:pos:R:3:mulliken_charge:R:1
Rh -1.022 0.076 0.454 0.42
O 2.824 -1.234 -0.759 -0.50
C 1.681 -1.093 -0.431 0.26
N 1.044 0.087 -0.178 0.36
C 1.677 1.262 -0.458 0.39
O 2.813 1.405 -0.808 -0.50
C 0.704 2.424 -0.312 0.37
C 1.185 3.724 -0.340 -0.42
C 0.263 4.762 -0.318 -0.26
C -1.092 4.470 -0.278 -0.64
C -1.489 3.138 -0.212 -0.13
N -0.600 2.152 -0.215 -0.22
C 0.707 -2.255 -0.301 0.54
C 1.187 -3.556 -0.336 -0.44
C 0.264 -4.591 -0.401 -0.25
C -1.090 -4.290 -0.436 -0.70
C -1.487 -2.962 -0.338 -0.22
N -0.599 -1.977 -0.260 -0.19
H 2.250 3.895 -0.379 0.47
H 0.608 5.787 -0.341 0.48
H -1.843 5.246 -0.296 0.43
H -2.540 2.871 -0.162 0.43
H 2.255 -3.722 -0.333 0.47
H 0.613 -5.612 -0.447 0.50
H -1.833 -5.066 -0.540 0.44
H -2.537 -2.692 -0.350 0.47
N -1.361 -3.702 4.826 -0.32
C -1.085 -2.552 5.446 0.36
O -1.094 -2.410 6.647 -0.54
C -0.739 -1.344 4.594 0.32
C 0.013 -0.336 5.200 -0.13
C 0.288 0.818 4.486 -0.86
C -0.182 0.929 3.187 -0.12
N -0.904 -0.035 2.610 -0.26
C -1.190 -1.148 3.292 -0.37
H -1.601 -4.496 5.403 0.25
H -1.282 -3.846 3.836 0.14
H 0.367 -0.468 6.214 0.53
H 0.857 1.620 4.928 0.45
H 0.018 1.822 2.602 0.45
H -1.820 -1.878 2.793 0.54
```

**Charge**: +2
**Energy relative to the best compared isomer or geometry (same formula, charge and spin)**: 0.134 eV
**LUMO level (alpha / beta)**: -10.185 / -10.168 eV
**Kohn-Sham gap (alpha / beta)**: 5.6 / 5.6 eV

***

Record 2
DFT (ωB97M-V with the def2-TZVPD basis set) results for a molecular structure, C18H15B2BrF8MnN3O6 at a distorted geometry.

```
54
Properties=species:S:1:pos:R:3:mulliken_charge:R:1
Mn -0.420 -1.549 2.277 1.32
Br -3.974 -4.233 1.375 -0.34
B 2.537 -3.321 4.347 0.49
F 2.550 -3.496 3.032 -0.35
F 1.368 -3.842 4.833 -0.39
F 3.664 -3.813 4.865 -0.35
F 2.490 -1.989 4.453 -0.36
B -3.828 1.609 -0.642 0.59
F -2.827 1.310 0.185 -0.35
F -3.731 0.628 -1.628 -0.43
F -5.067 1.429 -0.057 -0.40
F -3.743 2.873 -1.225 -0.41
C 0.487 -8.765 -6.608 -0.34
C 0.934 -7.682 -7.344 -0.42
C 1.027 -6.444 -6.759 -0.16
C 0.601 -6.146 -5.447 -0.02
C 0.189 -7.274 -4.692 -0.27
C 0.125 -8.522 -5.257 -0.44
N 0.865 -4.800 -4.926 0.89
O 1.155 -3.891 -5.731 -0.55
O 0.623 -4.509 -3.756 -0.55
H 0.507 -9.700 -7.149 0.36
H 1.104 -7.801 -8.404 0.35
H 1.422 -5.646 -7.370 0.37
H -0.117 -7.093 -3.672 0.43
H -0.148 -9.354 -4.624 0.35
C 3.743 5.038 -6.097 -0.31
C 2.575 4.746 -5.440 -0.55
C 2.669 3.873 -4.343 -0.14
C 3.821 3.389 -3.827 -0.04
C 4.994 3.676 -4.505 -0.15
C 4.972 4.457 -5.654 -0.53
N 3.929 2.555 -2.630 0.95
O 2.919 2.130 -2.101 -0.57
O 5.034 2.454 -2.156 -0.57
H 3.647 5.555 -7.040 0.35
H 1.629 5.188 -5.717 0.40
H 1.735 3.626 -3.862 0.42
H 5.917 3.228 -4.167 0.41
H 5.852 4.598 -6.264 0.36
C -3.634 5.533 10.096 -0.25
C -4.875 5.064 9.589 -0.62
C -4.872 4.024 8.701 -0.20
C -3.717 3.362 8.354 0.08
C -2.521 3.780 8.912 -0.16
C -2.442 4.884 9.720 -0.48
N -3.672 2.352 7.263 0.90
O -4.743 1.850 6.880 -0.55
O -2.592 2.006 6.766 -0.55
H -3.588 6.409 10.726 0.36
H -5.729 5.670 9.853 0.36
H -5.765 3.835 8.123 0.38
H -1.545 3.390 8.665 0.37
H -1.536 5.348 10.081 0.37
```

**Charge**: -1
**2S+1**: 6
**Energy relative to the best compared isomer or geometry (same formula, charge and spin)**: 10.469 eV
**LUMO level (alpha / beta)**: -3.660 / -3.258 eV
**Kohn-Sham gap (alpha / beta)**: 3.8 / 3.9 eV

***

Record 3
DFT (ωB97M-V with the def2-TZVPD basis set) results for a molecular structure, C18H15BClF4N4PdS at a distorted geometry.

```
45
Properties=species:S:1:pos:R:3:mulliken_charge:R:1
Pd -1.559 -0.932 -0.501 0.42
C -0.631 -4.147 0.771 -0.87
C -1.481 -4.123 -0.450 0.92
C -1.901 -5.289 -1.094 -0.90
C -2.704 -5.143 -2.213 -0.08
N -3.118 -3.972 -2.678 -0.60
C -2.702 -2.893 -2.015 0.43
S -3.184 -1.298 -2.419 -0.57
N -1.866 -2.952 -0.939 -0.06
H -1.236 -4.433 1.634 0.41
H -0.217 -3.165 0.996 -0.18
H 0.170 -4.878 0.663 0.36
H -1.602 -6.262 -0.731 0.42
H -3.045 -6.018 -2.760 0.40
N -4.749 4.278 -2.197 -0.52
C -3.821 3.764 -1.754 -0.01
C -2.669 3.160 -1.183 0.24
C -1.524 3.915 -0.937 -0.17
C -0.444 3.291 -0.350 -1.20
C -0.527 1.940 -0.044 -0.22
N -1.610 1.210 -0.318 0.11
C -2.670 1.802 -0.867 -0.36
H -1.500 4.964 -1.196 0.49
H 0.462 3.835 -0.123 0.41
H 0.270 1.419 0.467 0.73
H -3.527 1.174 -1.070 0.57
Cl 0.253 0.812 -3.236 -0.23
C 0.556 -0.904 -3.321 0.79
C 0.579 -1.489 -4.575 -0.68
C 0.794 -2.850 -4.687 -0.37
C 1.000 -3.609 -3.540 -0.85
C 0.978 -3.016 -2.299 -0.40
C 0.736 -1.638 -2.128 0.29
C 0.623 -1.045 -0.810 -2.02
H 0.410 -0.878 -5.450 0.39
H 0.797 -3.315 -5.665 0.36
H 1.174 -4.676 -3.619 0.38
H 1.142 -3.612 -1.413 0.54
H 0.906 -0.002 -0.744 1.09
H 0.966 -1.638 0.031 0.47
F -0.436 -0.689 4.222 -0.37
B -0.405 -1.171 2.916 0.49
F -1.601 -1.861 2.611 -0.42
F 0.687 -2.045 2.744 -0.41
F -0.260 -0.092 1.997 -0.20
```

**Charge**: -1
**Energy relative to the best compared isomer or geometry (same formula, charge and spin)**: 0.000 eV
**LUMO level (alpha / beta)**: 1.829 / 1.906 eV
**Kohn-Sham gap (alpha / beta)**: 6.3 / 6.1 eV

***

Record 4
DFT (ωB97M-V with the def2-TZVPD basis set) results for a molecular structure, C18H15Br2N3O5SSn at a distorted geometry.

```
45
Properties=species:S:1:pos:R:3:mulliken_charge:R:1
Sn 0.315 -0.365 -0.288 1.00
Br 6.950 0.406 1.437 -0.04
C 5.177 0.149 0.950 -0.07
C 4.825 0.040 -0.386 -0.74
C 3.493 -0.146 -0.687 -0.17
N 2.547 -0.230 0.257 -0.15
C 2.889 -0.135 1.549 0.63
C 4.197 0.061 1.933 -0.44
C 1.758 -0.255 2.507 0.43
C 1.929 -0.248 3.876 -0.47
C 0.819 -0.345 4.703 -0.09
Br 1.031 -0.329 6.545 -0.04
C -0.447 -0.450 4.144 -0.80
C -0.543 -0.454 2.773 0.08
N 0.529 -0.363 1.965 -0.01
H 5.566 0.101 -1.171 0.46
H 3.171 -0.234 -1.717 0.43
H 4.479 0.151 2.972 0.47
H 2.914 -0.174 4.315 0.46
H -1.331 -0.537 4.764 0.46
H -1.511 -0.535 2.295 0.26
N -2.536 -0.465 -0.486 -0.37
C -3.313 0.373 -1.398 0.35
C -2.703 1.464 -2.008 -0.10
C -3.416 2.272 -2.876 -1.08
C -4.735 1.917 -3.136 0.16
C -5.387 0.860 -2.512 -0.60
C -4.643 0.062 -1.659 -0.58
S -5.649 2.866 -4.469 1.19
O -6.712 2.072 -4.989 -0.53
O -6.043 3.754 -3.306 -0.32
O -4.711 3.460 -5.364 -0.54
H -2.709 -1.434 -0.737 0.39
H -2.920 -0.373 0.449 0.34
H -1.664 1.682 -1.806 0.40
H -2.960 3.111 -3.394 0.49
H -6.431 0.656 -2.716 0.47
H -5.107 -0.798 -1.188 0.41
C -2.271 4.233 0.871 -0.51
O -0.906 3.660 0.774 -0.23
C -0.729 2.485 0.345 0.64
O 0.322 1.923 0.152 -0.50
H -2.161 5.282 0.640 0.27
H -2.615 4.102 1.889 0.29
H -2.927 3.745 0.159 0.28
```

**Charge**: +2
**LUMO level (alpha / beta)**: -7.745 / -7.894 eV
**Kohn-Sham gap (alpha / beta)**: 7.3 / 7.1 eV

***

Record 5
DFT (ωB97M-V with the def2-TZVPD basis set) results for 2 unconnected molecules or ions with the total composition C18H15Cl3N2O3 at a distorted geometry.

```
41
Properties=species:S:1:pos:R:3:mulliken_charge:R:1
C 4.480 -1.510 2.439 -1.20
C 3.233 -1.137 1.668 -0.04
O 2.091 -1.280 2.575 -0.32
C 0.945 -1.017 1.937 0.41
C -0.140 -0.555 2.875 -0.13
N -1.494 -0.980 2.470 0.18
C -1.916 -0.834 1.174 0.05
C -3.259 -0.971 0.849 -0.74
C -4.195 -1.272 1.843 -0.10
C -3.742 -1.411 3.160 -0.65
C -2.404 -1.228 3.452 0.05
O 0.816 -1.105 0.723 -0.61
H 5.351 -1.200 1.834 0.38
H 4.511 -0.971 3.404 0.31
H 4.552 -2.604 2.592 0.30
H 3.282 -0.077 1.356 0.21
H 3.109 -1.791 0.795 0.27
H 0.079 -0.862 3.897 0.32
H -1.137 -0.635 0.438 0.54
H -3.534 -0.836 -0.196 0.39
H -5.250 -1.385 1.593 0.40
H -4.404 -1.656 3.987 0.39
H -1.997 -1.272 4.463 0.35
Cl 0.021 1.151 2.730 -0.02
C 1.148 3.502 2.033 -0.43
Cl 1.851 2.885 0.642 -0.22
C -0.125 4.222 1.720 0.46
O -1.127 3.752 1.190 -0.70
C 0.069 5.676 1.993 0.05
C 1.109 6.122 2.882 0.70
C 1.232 7.525 3.089 -0.82
C 0.360 8.379 2.444 -0.48
C -0.615 7.831 1.565 -0.32
N -0.729 6.533 1.372 -0.53
C 1.943 5.155 3.537 0.40
Cl 3.137 5.661 4.689 -0.30
C 1.864 3.800 3.182 -0.12
H 1.994 7.882 3.792 0.32
H 0.417 9.454 2.573 0.38
H -1.299 8.481 1.022 0.38
H 2.499 3.072 3.683 0.47
```

**Charge**: 0
**LUMO level**: -1.987 eV
**Kohn-Sham gap**: 3.4 eV

***

Record 6
DFT (ωB97M-V with the def2-TZVPD basis set) results for a molecular structure, C18H15Cl4CrN2O3S.

```
44
Properties=species:S:1:pos:R:3:mulliken_charge:R:1
Cr 1.425 -1.224 0.712 0.59
C 0.142 0.540 -4.589 -0.90
C 0.634 1.679 -3.705 -0.98
N -0.155 1.855 -2.492 0.09
C -1.311 2.747 -2.557 -0.63
C -2.645 2.018 -2.683 -1.06
C 0.118 1.179 -1.347 0.35
S 1.450 0.097 -1.358 -0.13
N -0.707 1.493 -0.340 -0.12
C -0.777 0.918 0.854 0.34
O -0.181 -0.091 1.296 -0.72
C -1.737 1.575 1.805 0.37
C -1.889 1.049 3.086 -0.57
C -2.765 1.633 3.988 -0.63
C -3.501 2.750 3.619 -0.34
C -3.358 3.278 2.343 -0.68
C -2.482 2.695 1.442 0.07
H 0.775 0.450 -5.473 0.38
H -0.883 0.711 -4.921 0.26
H 0.182 -0.401 -4.041 0.25
H 0.600 2.623 -4.253 0.37
H 1.667 1.502 -3.416 0.54
H -1.159 3.396 -3.421 0.40
H -1.317 3.373 -1.667 0.37
H -2.681 1.415 -3.591 0.34
H -3.464 2.739 -2.719 0.34
H -2.794 1.367 -1.823 0.25
H -1.310 0.176 3.357 0.39
H -2.874 1.216 4.981 0.39
H -4.186 3.206 4.323 0.37
H -3.932 4.149 2.051 0.39
H -2.360 3.096 0.446 0.25
Cl 3.531 -7.356 2.678 -0.23
C 3.484 -5.718 2.115 0.15
C 4.663 -5.033 1.861 0.19
Cl 6.192 -5.808 2.109 -0.23
C 4.610 -3.708 1.407 0.02
Cl 6.065 -2.821 1.094 -0.23
C 3.395 -3.065 1.201 0.62
O 3.286 -1.813 0.805 -0.95
C 2.178 -3.768 1.458 0.58
O 1.057 -3.126 1.226 -1.08
C 2.252 -5.081 1.914 0.07
Cl 0.763 -5.913 2.225 -0.23
```

**Charge**: -1
**2S+1**: 5
**LUMO level (alpha / beta)**: 2.347 / 2.249 eV
**Kohn-Sham gap (alpha / beta)**: 6.3 / 6.5 eV

***

Record 7
DFT (ωB97M-V with the def2-TZVPD basis set) results for a single C18H15ClFN5O molecule.

```
41
Properties=species:S:1:pos:R:3:mulliken_charge:R:1
C 0.085 2.663 -1.930 -1.10
C 0.675 1.325 -1.700 0.57
N 1.249 0.633 -2.661 -1.14
N 1.679 -0.514 -2.126 0.96
C 2.324 -1.506 -2.937 -1.46
C 1.360 -2.471 -3.591 0.75
C 0.088 -2.695 -3.083 -0.05
C -0.766 -3.599 -3.690 -0.69
C -0.330 -4.278 -4.812 0.32
F -1.156 -5.161 -5.409 -0.32
C 0.933 -4.076 -5.339 -0.51
C 1.771 -3.167 -4.722 -0.56
C 1.378 -0.574 -0.813 -0.04
Cl 1.799 -1.915 0.152 -0.18
C 0.723 0.605 -0.473 1.07
C 0.236 0.970 0.826 -1.17
N -0.348 2.094 0.985 -0.63
N -0.823 2.514 2.184 0.03
C -0.824 1.908 3.410 0.59
O -0.395 0.794 3.632 -0.62
C -1.437 2.752 4.478 0.44
C -1.313 4.137 4.542 -0.38
C -1.910 4.812 5.593 -0.54
C -2.604 4.076 6.543 -0.22
N -2.715 2.759 6.500 -0.60
C -2.143 2.117 5.502 -0.29
H 0.569 3.395 -1.288 0.28
H 0.209 2.941 -2.972 0.36
H -0.972 2.649 -1.671 0.29
H 3.025 -2.064 -2.306 0.33
H 2.886 -0.975 -3.709 0.37
H -0.251 -2.162 -2.208 0.36
H -1.757 -3.778 -3.305 0.43
H 1.242 -4.621 -6.217 0.42
H 2.759 -2.996 -5.124 0.37
H 0.399 0.247 1.620 0.59
H -1.264 3.420 2.100 0.32
H -0.735 4.682 3.806 0.46
H -1.830 5.885 5.679 0.38
H -3.086 4.559 7.382 0.37
H -2.244 1.040 5.497 0.43
```

**Charge**: 0
**LUMO level**: 0.229 eV
**Kohn-Sham gap**: 8.8 eV
**SMILES**: Cc1nn(Cc2ccc(F)cc2)c(Cl)c1/C=N/NC(=O)c1cccnc1

***

Record 8
DFT (ωB97M-V with the def2-TZVPD basis set) results for a molecular structure, C18H15N3NaO3 at a distorted geometry.

```
40
Properties=species:S:1:pos:R:3:mulliken_charge:R:1
Na 0.391 -1.033 0.098 0.97
O -1.352 1.128 -2.911 -0.59
C -2.138 1.792 -3.566 0.66
O -1.860 3.271 -1.125 -0.55
C -1.650 3.713 -2.227 0.51
O -0.928 4.826 -2.568 -0.36
N -2.173 3.192 -3.450 0.06
C -1.214 5.220 -3.948 -0.29
C -1.871 4.043 -4.619 -0.43
H -0.276 5.527 -4.428 0.29
H -1.904 6.068 -3.905 0.26
H -1.214 3.540 -5.341 0.31
H -2.793 4.307 -5.145 0.26
C -3.084 1.257 -4.554 -0.22
C -3.083 -0.050 -4.828 -0.72
H -3.769 2.012 -4.985 0.28
H -2.365 -0.755 -4.400 0.24
H -3.836 -0.420 -5.510 0.28
C 4.594 -0.767 1.768 -0.62
C 3.440 -0.378 1.059 -0.33
N 2.223 -0.819 1.418 -0.58
C 2.046 -1.618 2.491 -0.11
C 3.173 -2.058 3.244 1.54
C 4.443 -1.604 2.864 -0.49
C 2.984 -2.957 4.342 -0.95
C 1.730 -3.399 4.693 -0.95
C 0.567 -2.975 3.971 1.44
C -0.723 -3.412 4.302 -0.50
C -1.821 -2.995 3.558 -0.61
C -1.598 -2.180 2.435 -0.30
N -0.363 -1.766 2.104 -0.55
C 0.709 -2.097 2.857 -0.10
H 5.566 -0.408 1.443 0.39
H 3.465 0.296 0.202 0.42
H 5.282 -1.945 3.469 0.40
H 3.872 -3.277 4.896 0.35
H 1.573 -4.087 5.532 0.35
H -0.802 -4.079 5.156 0.41
H -2.837 -3.288 3.819 0.39
H -2.403 -1.824 1.788 0.42
```

**Charge**: +1
**Energy relative to the best compared isomer or geometry (same formula, charge and spin)**: 0.000 eV
**LUMO level**: -3.200 eV
**Kohn-Sham gap**: 8.6 eV